1.
C52H133N9O18 | ωB97M-V with the def2-TZVPD basis set

The calculation puts the max |F| at 2.465 eV/Å. Its total energy is -3907.50789 Ha.

```
! RIJCOSX wB97M-V def2-TZVPD def2/J DEFGRID3
* xyz 0 1
C 1.0476 8.1276 4.7583
O 0.8331 9.2978 4.0212
C 0.3037 10.3667 4.7639
C 0.1818 11.6697 3.8841
N 1.4075 12.0149 3.0750
C 1.3076 13.0278 1.9900
C 0.8762 14.4513 2.4506
O -0.5169 14.6524 2.6479
C -0.8991 15.9381 3.1666
H 0.1430 7.9460 5.3387
H 1.9032 8.2670 5.4189
H 1.2248 7.2745 4.1033
H 0.9660 10.5766 5.6038
H -0.6087 10.0957 5.2951
H -0.1162 12.5054 4.5172
H -0.6735 11.5701 3.2157
H 1.6763 11.1248 2.6807
H 0.6524 12.6583 1.2011
H 2.2941 13.0548 1.5271
H 1.2010 15.1479 1.6777
H 1.4893 14.8179 3.2739
H -0.6915 16.7465 2.4656
H -0.3240 16.1230 4.0739
H -1.9524 15.9923 3.4418
C 4.6618 0.2695 -7.2318
O 5.6409 -0.7877 -7.2552
C 4.9620 -2.0492 -7.1781
C 5.9739 -3.1951 -7.6580
N 6.5419 -3.0475 -9.0361
C 7.6487 -3.9609 -9.2354
C 8.4501 -3.7868 -10.6289
O 9.4387 -4.8412 -10.7354
C 10.2311 -4.8457 -11.9567
H 4.1622 0.3540 -8.1968
H 4.9898 1.2834 -7.0025
H 3.7882 -0.0136 -6.6444
H 4.1060 -2.0562 -7.8530
H 4.6296 -2.1024 -6.1414
H 5.4687 -4.1554 -7.5543
H 6.8209 -3.2969 -6.9796
H 6.8752 -2.1003 -9.1445
H 7.2931 -4.9888 -9.1648
H 8.3309 -3.7516 -8.4115
H 9.1074 -2.9212 -10.7122
H 7.6973 -3.7398 -11.4158
H 10.5892 -3.8234 -12.0781
H 9.6066 -5.2255 -12.7653
H 11.0508 -5.5594 -11.8730
C 7.0225 1.3955 3.5550
O 7.7750 0.2470 3.2527
C 6.9043 -0.7602 2.8245
C 7.7301 -1.8446 2.0192
N 8.4607 -1.3189 0.8826
C 7.6644 -0.6631 -0.2431
C 7.8709 0.8744 -0.1541
O 9.2787 1.1876 -0.3757
C 9.8334 2.0815 0.6561
H 6.5063 1.7762 2.6737
H 7.4248 2.3276 3.9516
H 6.2737 1.2305 4.3297
H 6.0967 -0.4124 2.1804
H 6.5025 -1.1058 3.7769
H 7.0349 -2.6344 1.7349
H 8.3378 -2.4345 2.7053
H 9.1163 -0.6376 1.2377
H 6.6057 -0.9196 -0.2064
H 8.0363 -0.9852 -1.2157
H 7.5536 1.3162 0.7904
H 7.4004 1.3779 -0.9986
H 9.3716 3.0487 0.8545
H 10.8298 2.2663 0.2548
H 10.0931 1.5440 1.5681
C -16.1489 -5.4673 -3.0750
O -15.0423 -4.8287 -2.4885
C -14.2059 -5.6568 -1.6394
C -13.4052 -4.7818 -0.6372
N -12.0522 -4.4599 -1.2048
C -11.3745 -3.5447 -0.3138
C -9.9790 -3.1213 -0.8726
O -9.2870 -2.1455 -0.0965
C -8.1820 -1.4753 -0.7598
H -16.7366 -6.0005 -2.3277
H -15.9485 -6.1940 -3.8623
H -16.8361 -4.7705 -3.5550
H -13.5154 -6.3581 -2.1078
H -14.8559 -6.2656 -1.0110
H -13.3550 -5.1693 0.3804
H -14.0467 -3.9131 -0.4892
H -12.0844 -4.0347 -2.1204
H -11.1650 -4.0262 0.6414
H -11.9981 -2.6644 -0.1586
H -10.0115 -2.7747 -1.9055
H -9.2958 -3.9695 -0.8291
H -7.6227 -2.1197 -1.4381
H -7.5905 -1.0456 0.0486
H -8.6213 -0.7545 -1.4494
C -0.9646 -1.3367 8.4483
O -1.6372 -0.2055 7.8603
C -1.9702 -0.3878 6.4851
C -3.0797 0.6083 6.0017
N -4.3513 0.4247 6.7675
C -5.3566 1.3934 6.3157
C -6.6612 1.2111 7.0413
O -7.6327 2.2342 6.8733
C -8.1571 2.2638 5.5664
H -0.5513 -1.0852 9.4250
H -0.0249 -1.6850 8.0196
H -1.6913 -2.1357 8.5957
H -2.3528 -1.3587 6.1702
H -1.0709 -0.2352 5.8884
H -3.3750 0.4936 4.9588
H -2.7235 1.6380 5.9723
H -4.1962 0.4018 7.7652
H -5.6101 1.3460 5.2567
H -4.9399 2.3872 6.4792
H -6.5112 1.2260 8.1208
H -7.0600 0.2675 6.6688
H -8.6205 1.2982 5.3638
H -7.4755 2.5359 4.7606
H -8.9436 3.0168 5.6178
C 5.4543 -7.9251 -2.5059
O 4.1014 -8.1867 -2.0972
C 3.5190 -7.3217 -1.1039
C 2.0477 -7.7383 -1.0371
N 1.2783 -7.2101 0.1123
C -0.1802 -7.3080 -0.1507
C -1.0040 -6.9477 1.1269
O -2.3347 -6.6525 0.8540
C -3.0130 -6.2093 2.0115
H 6.0748 -7.7622 -1.6247
H 5.5348 -7.0018 -3.0797
H 5.8088 -8.7919 -3.0636
H 3.6377 -6.2736 -1.3789
H 4.0586 -7.3014 -0.1571
H 2.0235 -8.8278 -1.0557
H 1.5685 -7.3830 -1.9494
H 1.4184 -7.8132 0.9103
H -0.5782 -8.3036 -0.3470
H -0.4656 -6.6087 -0.9366
H -0.5744 -5.9906 1.4228
H -0.9153 -7.6915 1.9187
H -4.0517 -6.2637 1.6857
H -2.6358 -5.1942 2.1350
H -3.0201 -6.8578 2.8876
C -5.2966 8.0837 1.0618
O -4.1136 8.4964 0.5140
C -3.0109 7.6605 0.7632
C -1.9245 7.9509 -0.3016
N -0.5780 7.3010 -0.0608
C 0.3607 7.5138 -1.1998
C 1.8342 7.4605 -0.8206
O 2.2003 8.6231 -0.0483
C 3.5290 8.5345 0.4040
H -5.6920 7.2759 0.4460
H -5.9983 8.9171 1.0269
H -5.1617 7.7092 2.0765
H -3.2170 6.5913 0.8128
H -2.6206 8.0310 1.7111
H -1.8196 9.0358 -0.3039
H -2.3919 7.5902 -1.2179
H -0.1663 7.7327 0.7541
H 0.2037 8.5096 -1.6145
H 0.0440 6.8628 -2.0146
H 2.5495 7.3052 -1.6282
H 1.9576 6.5880 -0.1789
H 3.5740 7.6259 1.0044
H 3.7449 9.3781 1.0596
H 4.2451 8.3772 -0.4026
C 0.2413 -1.0316 -0.2452
C 0.5889 0.5008 -0.0646
O -0.4873 1.3851 -0.4531
O 0.9476 -1.7572 0.7088
H 0.4474 -1.3349 -1.2716
H -0.8240 -1.1785 -0.0670
H 1.5060 0.7288 -0.6076
H 0.8224 0.6504 0.9896
H -0.2126 2.2991 -0.3493
H 1.0998 -2.6556 0.4063
C -3.9689 1.3034 -7.3581
C -4.4577 0.1138 -8.0690
C -4.4632 -1.2113 -7.1858
O -3.1459 -1.6704 -6.8952
C -3.1266 -2.9799 -6.3759
N -5.7462 0.3623 -8.6525
H -4.3616 1.4746 -6.3558
H -4.1091 2.1731 -8.0001
H -2.8804 1.3135 -7.3035
H -3.7926 -0.1198 -8.9004
H -4.9222 -2.0215 -7.7524
H -5.0826 -1.0248 -6.3085
H -2.0700 -3.1067 -6.1398
H -3.2394 -3.5390 -7.3047
H -3.7451 -3.1266 -5.4905
H -5.8981 1.2759 -9.0554
H -5.6356 -0.2098 -9.4776
C 3.7684 -7.4350 5.8934
C 4.2914 -8.8139 5.4510
C 5.2086 -9.5218 6.4252
O 6.5079 -8.9212 6.5156
C 7.3965 -9.4699 5.6301
N 3.1652 -9.6419 5.0505
H 3.0090 -7.1373 5.1703
H 4.5970 -6.7272 5.8740
H 3.3961 -7.4356 6.9179
H 4.9067 -8.6105 4.5745
H 5.3351 -10.5593 6.1160
H 4.8232 -9.5946 7.4422
H 7.5425 -10.5352 5.8088
H 8.3592 -9.0535 5.9264
H 7.1430 -9.2676 4.5894
H 3.4568 -10.6069 5.1126
H 2.4078 -9.7094 5.7153
*
```

Atomic partial charges in e from the Mulliken method, atoms 1 to 2: C -0.836; O -0.155

2.
C32H30N4O3PSSe2Zn | ωB97M-V with the def2-TZVPD basis set

The calculation puts the max |F| at 0.773 eV/Å. Its total energy is -9003.97698 Ha.

```
! RIJCOSX wB97M-V def2-TZVPD def2/J DEFGRID3
* xyz -1 1
Zn 1.5399 -0.3193 -0.1733
Se 0.3993 1.8991 -0.7074
P -2.9197 1.8932 -2.2182
Se -1.8329 1.3850 -0.2981
C -2.1837 0.6621 -3.3769
C -1.4905 0.8633 -4.5674
C -1.0681 -0.2174 -5.3366
C -1.3440 -1.5135 -4.9414
C -2.0563 -1.7310 -3.7661
C -2.4726 -0.6573 -3.0016
C -2.2457 3.5711 -2.5308
C -1.1314 3.9541 -3.2714
C -0.7515 5.2909 -3.3389
C -1.4618 6.2614 -2.6546
C -2.5687 5.8918 -1.8981
C -2.9571 4.5650 -1.8476
H -1.2828 1.8583 -4.9236
H -0.5111 -0.0381 -6.2495
H -1.0146 -2.3522 -5.5428
H -2.2799 -2.7423 -3.4488
H -3.0118 -0.8289 -2.0773
H -0.5212 3.2211 -3.7679
H 0.1263 5.5670 -3.9113
H -1.1448 7.2968 -2.6920
H -3.1189 6.6409 -1.3411
H -3.8151 4.2722 -1.2521
C -3.2305 -0.1691 3.1355
C -2.6794 -0.8127 4.4093
C -3.0129 0.0920 5.6044
C -3.3727 -2.1731 4.5900
C -1.1681 -1.0203 4.3328
C -0.5068 -1.7022 5.3718
C 0.8509 -1.9557 5.3447
C 1.5773 -1.5260 4.2389
S 3.2504 -1.7506 3.8350
C 2.9740 -0.9332 2.3044
N 1.7644 -0.5129 2.1416
C 0.9418 -0.8411 3.2010
C -0.4250 -0.5746 3.2558
C 4.0092 -0.7644 1.2719
C 5.3479 -1.0572 1.5400
C 6.3015 -0.8697 0.5546
C 5.9056 -0.3825 -0.6878
C 4.5650 -0.1116 -0.9407
C 3.5664 -0.3042 0.0166
H -4.3178 -0.0878 3.2108
H -2.9925 -0.7684 2.2533
H -2.8277 0.8335 2.9773
H -4.0959 0.2277 5.6806
H -2.5496 1.0739 5.4820
H -2.6545 -0.3387 6.5422
H -4.4579 -2.0415 4.5646
H -3.1121 -2.6401 5.5421
H -3.0855 -2.8532 3.7850
H -1.0775 -2.0679 6.2180
H 1.3286 -2.4906 6.1565
H -0.8679 -0.0604 2.4132
H 5.6393 -1.4293 2.5185
H 7.3431 -1.0954 0.7498
H 6.6506 -0.2234 -1.4608
H 4.2894 0.2628 -1.9251
N 2.8579 -2.2132 -3.7444
C 2.4263 -1.0571 -4.3643
C 1.6492 -0.4231 -3.4436
N 1.6021 -1.1656 -2.2871
C 2.3408 -2.2281 -2.4942
H 3.4703 -2.9031 -4.1359
H 2.7057 -0.8074 -5.3735
H 1.1211 0.5143 -3.5151
H 2.5255 -2.9988 -1.7612
O 1.3519 -2.8667 0.3714
N 0.1271 -2.6137 0.4938
O -0.6613 -3.4311 0.9552
O -0.2695 -1.4315 0.2058
*
```

Atomic partial charges in e from the Mulliken method, atoms 1 to 2: Zn 0.961; Se -0.688

The records above give, respectively, Kohn-Sham gap values of 8.64; 6.59 eV.